No. 1
The following is a DFT calculation (the ωB97M-V functional and the def2-TZVPD basis) of a structure of composition C16H23BMoN6 in a non-equilibrium geometry.

Last column: Mulliken spin population.
Element x y z (Å)
1 H -0.160 2.714 0.823  -0.0008
2 N 0.069 1.518 -0.931  -0.0535
3 B 0.606 0.636 -3.224  -0.0021
4 N 0.529 1.794 -2.198  0.0066
5 C 0.869 3.095 -2.279  0.0165
6 Mo -0.684 -0.658 -0.491  1.8144
7 H 1.246 3.490 -3.211  0.0001
8 C 0.633 3.683 -1.041  0.0018
9 H 0.790 4.708 -0.762  0.0005
10 C 0.143 2.671 -0.213  0.0129
11 H 1.013 1.014 -4.288  0.0013
12 C -0.834 -2.626 -0.429  -0.0251
13 H -1.192 -2.540 0.634  -0.0020
14 H 0.036 -3.283 -0.436  0.0146
15 H -1.672 -3.036 -1.006  0.0215
16 N -0.828 0.046 -3.286  0.0127
17 N 1.530 -0.431 -2.587  0.0120
18 N -1.536 -0.372 -2.104  0.0374
19 N 1.171 -1.007 -1.366  -0.0135
20 C -1.605 -0.147 -4.354  0.0422
21 C 2.689 -0.967 -2.998  0.0217
22 H -1.239 0.143 -5.331  0.0035
23 H 3.134 -0.639 -3.926  0.0010
24 C -2.824 -0.700 -3.956  0.0111
25 C 3.102 -1.919 -2.060  0.0064
26 C -2.771 -0.843 -2.576  0.0060
27 C 2.134 -1.928 -1.057  -0.0026
28 H -3.644 -0.956 -4.605  0.0018
29 H 3.982 -2.530 -2.108  0.0003
30 H -3.488 -1.245 -1.878  -0.0008
31 H 2.034 -2.548 -0.178  -0.0003
32 H -1.208 1.079 0.562  -0.0596
33 C 0.825 1.218 4.254  0.0061
34 C -0.171 0.085 3.983  0.0134
35 C 0.452 -1.238 4.429  0.0018
36 C -1.462 0.339 4.761  0.0052
37 C -0.509 0.035 2.552  0.1461
38 C -0.864 0.331 1.394  -0.0558
39 H 1.024 1.301 5.331  0.0016
40 H 0.432 2.180 3.906  -0.0017
41 H 1.778 1.030 3.747  -0.0003
42 H 0.634 -1.228 5.512  0.0005
43 H -0.211 -2.077 4.199  -0.0009
44 H 1.409 -1.402 3.924  -0.0006
45 H -1.909 1.293 4.460  -0.0006
46 H -2.188 -0.458 4.568  -0.0005
47 H -1.266 0.375 5.839  0.0002

Properties
expectation value of S²: 2.013
HOMO energy (spin up / spin down): -15.4 / -15.5 eV
ΔE to the lowest compared entry with this formula, charge and spin: 0.0 kcal per mole
molar mass: 406.15 g mol⁻¹
charge: +2
LUMO level (spin up / spin down): -0.31137 / -0.31072 hartree
multiplicity: 3
DFT total energy: -1044.394301 Ha

***

No. 2
The following is a DFT calculation (the ωB97M-V functional and the def2-TZVPD basis) of an isolated molecule of C2H6N4 in a non-equilibrium geometry.

Last column: natural (NBO) charge in e.
Element x y z (Å)
1 C -1.871 0.244 -0.160  -0.6536
2 C -0.556 -0.200 0.342  0.1618
3 N 1.507 -0.873 0.014  -0.2818
4 N 1.777 0.468 -0.072  -0.1104
5 N 0.201 -1.117 -0.255  -0.4662
6 N 0.804 1.260 0.023  -0.2408
7 H -2.674 -0.402 0.342  0.2214
8 H -1.815 1.154 0.320  0.2314
9 H -2.010 0.244 -1.226  0.2294
10 H -0.452 -0.067 1.428  0.1375
11 H 2.259 -1.449 -0.470  0.3787
12 H 2.830 0.737 -0.285  0.3928

Properties
HOMO energy (spin up / spin down): -7.3 / -7.3 eV
ΔE to the lowest compared entry with this formula, charge and spin: 139.4 kcal per mole
molar mass: 86.10 g mol⁻¹
LUMO level (spin up / spin down): 0.02517 / 0.02517 hartree
multiplicity: 1
DFT total energy: -298.626724 Ha

***

No. 3
The following is a DFT calculation (the ωB97M-V functional and the def2-TZVPD basis) of an isolated molecule of C23H39O5PS2 in a non-equilibrium geometry.

Last column: natural (NBO) charge in e.
Element x y z (Å)
1 C -0.398 -2.133 4.874  -0.6267
2 C 0.089 -2.420 3.341  -0.5247
3 S 1.308 -1.086 2.922  0.1866
4 C 0.960 -0.518 1.153  -0.5904
5 C 1.384 1.007 0.906  0.2954
6 C 3.003 1.237 0.905  -0.4403
7 C 3.872 -0.086 0.674  -0.4336
8 C 3.871 -0.691 -0.813  -0.2160
9 C 4.707 -2.097 -0.798  -0.6272
10 C 4.776 0.307 -1.732  -0.6325
11 O 0.945 1.755 2.115  -0.6737
12 S -0.704 1.826 2.284  2.1957
13 O -1.223 0.927 3.404  -0.8990
14 O -1.020 3.242 2.760  -0.9079
15 C -1.700 1.573 0.743  -0.2387
16 C -2.798 0.401 1.012  -0.4190
17 C -3.659 0.014 -0.281  -0.4624
18 C -3.704 -1.538 -0.640  -0.0160
19 C -4.499 -1.948 -1.941  -0.2203
20 C -4.648 -3.449 -2.372  -0.2204
21 C -4.024 -4.569 -1.504  -0.2324
22 C -3.212 -4.220 -0.232  -0.2118
23 C -3.087 -2.700 0.168  -0.2391
24 C -2.588 2.918 0.490  -0.0985
25 O -1.758 4.021 -0.027  -0.2915
26 O -2.401 4.588 -1.093  -0.4373
27 C -0.853 1.352 -0.607  -0.4392
28 C 0.683 1.738 -0.343  -0.5462
29 P 1.575 1.565 -2.009  0.7321
30 C 2.434 3.216 -2.367  -0.9297
31 C 0.396 1.043 -3.391  -0.9363
32 H 0.502 -1.599 5.370  0.2181
33 H -1.294 -1.425 4.916  0.2373
34 H -0.566 -3.094 5.469  0.2100
35 H -0.793 -2.430 2.616  0.2081
36 H 0.585 -3.456 3.375  0.2175
37 H -0.181 -0.695 1.040  0.2245
38 H 1.432 -1.263 0.403  0.2473
39 H 3.313 1.641 1.947  0.2493
40 H 3.313 2.083 0.178  0.2222
41 H 4.974 0.214 0.884  0.2168
42 H 3.655 -0.951 1.388  0.2337
43 H 2.842 -0.891 -1.257  0.2195
44 H 5.619 -1.904 -0.133  0.2053
45 H 4.033 -2.942 -0.433  0.2127
46 H 5.122 -2.283 -1.863  0.2124
47 H 4.575 0.122 -2.855  0.2151
48 H 4.451 1.402 -1.549  0.1999
49 H 5.891 0.234 -1.488  0.2099
50 H -2.278 -0.470 1.532  0.2451
51 H -3.519 0.851 1.798  0.2423
52 H -4.751 0.325 -0.052  0.2399
53 H -3.379 0.576 -1.239  0.2283
54 H -5.002 -1.162 -2.590  0.2221
55 H -5.231 -3.770 -3.306  0.2323
56 H -4.130 -5.686 -1.753  0.2294
57 H -2.731 -4.996 0.451  0.2334
58 H -2.514 -2.495 1.128  0.2115
59 H -3.204 3.221 1.402  0.2277
60 H -3.355 2.718 -0.356  0.2108
61 H -1.757 4.478 -1.839  0.4570
62 H -0.886 0.215 -0.831  0.2265
63 H -1.359 1.931 -1.449  0.2385
64 H 0.686 2.872 -0.096  0.2631
65 H 3.428 2.976 -2.878  0.2473
66 H 1.773 3.843 -3.056  0.2279
67 H 2.640 3.740 -1.359  0.2470
68 H 0.944 1.049 -4.399  0.2561
69 H -0.517 1.744 -3.526  0.2016
70 H -0.059 0.000 -3.191  0.2535

Properties
HOMO energy: -8.0 eV
molar mass: 490.67 g mol⁻¹
LUMO level: 0.00577 hartree
multiplicity: 1
structure (SMILES): CCSC[C@]1(CCC(C)C)OS(=O)(=O)[C@@](CCc2ccccc2)(COO)C[C@@H]1P(C)C
DFT total energy: -2413.248427 Ha